A.
Entry from OMol25: C5H13NO2 as an isolated structure (ωB97M-V/def2-TZVPD).

Element x y z (Å)
C  -1.01  -0.14  0.59
C  0.80  0.84  -0.46
C  -0.70  -1.60  0.80
C  1.67  -0.35  -0.78
C  1.31  1.70  0.68
N  -1.11  0.51  -0.61
O  -1.29  -0.39  -1.66
O  -2.84  -0.04  0.75
H  -1.70  0.17  -2.34
H  -3.21  -0.63  0.07
H  -0.88  0.52  1.45
H  0.70  1.47  -1.35
H  0.33  -1.74  1.14
H  -0.88  -2.18  -0.10
H  -1.35  -1.99  1.58
H  2.60  0.00  -1.24
H  1.19  -1.01  -1.51
H  1.97  -0.90  0.11
H  2.30  2.10  0.42
H  1.43  1.13  1.60
H  0.65  2.54  0.87

Computed properties:
* HOMO-LUMO gap: 9.031 eV
* E_HOMO: -0.3044 Eh

B.
Entry from OMol25: a 3-piece molecular cluster, C5H13NO2 overall (ωB97M-V/def2-TZVPD).

Element x y z (Å)
C  0.24  -2.40  -0.70
C  0.91  -1.31  -0.36
C  0.46  0.06  -0.76
N  1.46  1.03  -0.74
C  -0.80  0.42  -1.00
C  -1.28  1.84  -1.18
H  -0.52  -2.44  -1.46
H  0.57  -3.34  -0.27
H  1.61  -1.19  0.47
H  1.38  1.84  -1.34
H  2.42  0.73  -0.75
H  -1.53  -0.32  -1.24
H  -0.67  2.49  -0.56
H  -2.33  1.99  -0.95
H  -1.15  2.10  -2.24
O  -0.99  -2.14  2.23
H  -0.80  -1.46  1.56
H  -1.80  -2.48  1.85
O  1.29  1.63  2.60
H  0.74  0.92  2.96
H  0.78  2.02  1.88

Computed properties:
* HOMO-LUMO gap: 8.758 eV
* E_HOMO: -0.2967 Eh

C.
Entry from OMol25: one molecule with the formula C5H13NO2 (ωB97M-V/def2-TZVPD).

Element x y z (Å)
N  1.58  1.59  0.05
C  0.60  0.58  0.44
C  0.95  0.12  1.84
O  0.09  -0.88  2.36
C  0.65  -0.63  -0.53
C  -0.48  -0.70  -1.60
C  -1.88  -0.63  -0.99
O  -2.50  0.65  -1.20
H  1.97  1.48  -0.87
H  2.24  1.88  0.76
H  -0.38  1.04  0.42
H  1.96  -0.28  1.90
H  0.96  1.00  2.52
H  -0.80  -0.52  2.47
H  1.60  -0.65  -1.04
H  0.51  -1.56  0.01
H  -0.35  0.02  -2.41
H  -0.29  -1.67  -2.06
H  -2.58  -1.30  -1.48
H  -1.79  -0.84  0.08
H  -2.06  1.32  -0.68

Computed properties:
* HOMO-LUMO gap: 10.017 eV
* E_HOMO: -0.3375 Eh

Stability summary: most stable C, least stable A.

A.
Entry from OMol25: a 2-piece molecular cluster, C5H13NO2 overall (ωB97M-V/def2-TZVPD).

Element x y z (Å)
C  0.21  -0.37  2.08
C  -0.02  -0.11  0.60
C  1.24  -0.48  -0.09
O  2.03  0.40  -0.35
N  -1.04  -1.06  -0.03
C  -2.37  -1.07  0.75
C  -1.34  -0.79  -1.47
H  1.14  0.12  2.37
H  -0.02  -1.49  2.34
H  -0.58  0.13  2.55
H  -0.39  1.02  0.39
H  1.41  -1.52  -0.54
H  -2.61  -2.05  1.07
H  -2.23  -0.47  1.70
H  -3.19  -0.77  0.14
H  -0.30  -0.78  -2.01
H  -2.05  -0.01  -1.86
H  -1.91  -1.74  -1.66
O  1.46  2.93  -1.32
H  1.82  2.16  -1.71
H  1.89  3.08  -0.46

Computed properties:
* HOMO-LUMO gap: 9.785 eV
* E_HOMO: -0.3296 Eh

B.
Entry from OMol25: C5H13NO2 as an isolated structure (ωB97M-V/def2-TZVPD).

Element x y z (Å)
C  2.00  0.08  -0.60
O  3.09  -0.97  0.25
C  0.74  -0.03  0.26
C  -0.37  0.66  -0.41
C  -1.68  0.52  0.40
C  -2.66  -0.23  -0.51
O  -2.05  -1.28  -1.11
N  0.97  0.31  1.63
H  1.79  -0.09  -1.66
H  2.59  0.97  -0.44
H  2.50  -1.11  -0.50
H  0.32  -2.01  -0.11
H  -0.04  1.68  -0.61
H  -0.57  0.15  -1.36
H  -1.49  -0.04  1.31
H  -2.11  1.48  0.69
H  -3.52  -0.48  0.13
H  -3.09  0.52  -1.24
H  1.15  1.30  1.75
H  0.60  -1.24  0.29
H  1.84  -0.19  1.83

Computed properties:
* HOMO-LUMO gap: 5.219 eV
* E_HOMO: -0.2871 Eh

Stability summary: most stable A, least stable B.

A.
Entry from OMol25: a 2-piece molecular cluster, C5H13NO2 overall (ωB97M-V/def2-TZVPD).

Element x y z (Å)
C  -0.92  0.99  1.85
C  0.24  0.02  1.65
N  0.90  0.28  0.33
C  0.52  -0.42  -0.77
O  0.92  0.12  -1.82
C  -0.03  -1.81  -0.80
C  -1.18  -1.95  -1.80
H  -1.14  1.73  1.09
H  -0.74  1.65  2.72
H  -1.84  0.45  2.12
H  0.10  -1.05  1.55
H  0.88  0.20  2.53
H  1.25  1.21  0.17
H  -0.33  -2.22  0.16
H  0.77  -2.48  -1.19
H  -1.36  -0.88  -2.02
H  -1.25  -2.64  -2.64
H  -2.17  -2.25  -1.41
O  1.94  3.38  -0.40
H  1.50  3.18  -1.25
H  1.94  2.48  -0.07

Computed properties:
* HOMO-LUMO gap: 10.465 eV
* E_HOMO: -0.3564 Eh

B.
Entry from OMol25: a 2-piece molecular cluster, C5H13NO2 overall (ωB97M-V/def2-TZVPD).

Element x y z (Å)
N  -0.84  0.58  2.41
C  0.07  -0.49  2.07
C  1.08  -0.33  0.95
C  0.38  -0.42  -0.44
C  1.31  0.17  -1.52
C  1.35  1.67  -1.54
O  0.63  2.31  -2.26
H  -0.39  1.36  2.84
H  -1.33  0.90  1.58
H  -0.44  -1.46  1.96
H  0.55  -0.70  3.05
H  1.82  -1.12  1.02
H  1.59  0.63  1.08
H  -0.62  -0.03  -0.58
H  0.32  -1.48  -0.62
H  2.32  -0.25  -1.42
H  0.85  -0.19  -2.45
H  1.98  2.17  -0.79
O  -3.34  -1.30  -1.49
H  -3.16  -1.21  -2.43
H  -4.17  -0.82  -1.42

Computed properties:
* HOMO-LUMO gap: 10.041 eV
* E_HOMO: -0.3417 Eh

C.
Entry from OMol25: one molecule with the formula C5H13NO2 (ωB97M-V/def2-TZVPD).

Element x y z (Å)
C  -0.17  0.91  2.53
O  0.12  -0.20  1.74
C  -0.30  -0.23  0.07
C  -1.36  -1.29  -0.06
C  -0.64  1.10  -0.55
C  1.10  -0.66  0.00
O  1.06  -1.12  -1.60
N  1.42  -0.06  -2.48
H  -1.04  1.47  2.16
H  0.65  1.64  2.60
H  -0.41  0.65  3.57
H  -2.30  -0.92  0.35
H  -1.07  -2.20  0.46
H  -1.48  -1.53  -1.11
H  -1.71  1.29  -0.54
H  -0.14  1.91  -0.03
H  -0.27  1.13  -1.58
H  1.84  0.14  0.05
H  1.34  -1.62  0.42
H  0.94  -0.26  -3.36
H  2.42  -0.14  -2.65

Computed properties:
* HOMO-LUMO gap: 9.434 eV
* E_HOMO: -0.3129 Eh

Stability summary: most stable B, least stable C.

A.
Entry from OMol25: C4H4N4 as an isolated structure (ωB97M-V/def2-TZVPD).

Element x y z (Å)
C  2.11  -0.55  -0.09
C  1.10  1.66  0.00
C  -0.58  -0.64  0.06
C  -1.63  0.42  -0.01
N  2.74  -1.48  0.10
N  1.06  2.83  0.04
N  -0.63  -1.81  0.06
N  1.10  0.32  -0.02
H  -2.52  -0.22  -0.32
H  -1.64  0.91  0.92
H  -1.29  1.01  -0.83
H  0.17  -2.45  0.09

Computed properties:
* HOMO-LUMO gap: 9.709 eV
* E_HOMO: -0.3639 Eh

B.
Entry from OMol25: one molecule with the formula C4H4N4 (ωB97M-V/def2-TZVPD).

Element x y z (Å)
C  -0.25  -0.25  -0.25
C  0.93  0.48  0.36
N  1.12  1.89  0.15
N  2.28  2.20  -0.03
N  3.14  1.01  -0.17
C  2.37  0.01  0.02
C  2.57  -1.38  0.02
N  2.48  -2.51  -0.04
H  -1.13  0.34  -0.35
H  -0.22  -1.28  0.05
H  -0.01  -0.49  -1.39
H  0.97  0.37  1.44

Computed properties:
* HOMO-LUMO gap: 9.749 eV
* E_HOMO: -0.3926 Eh

Stability summary: most stable A, least stable B.

A.
Entry from OMol25: a 2-piece molecular cluster, C2H6S overall (ωB97M-V/def2-TZVPD).

Element x y z (Å)
C  0.64  2.17  -1.17
C  0.61  1.84  0.12
H  0.95  3.18  -1.39
H  0.25  1.49  -1.91
H  0.82  2.58  0.87
H  0.42  0.80  0.38
S  -0.65  -1.76  0.48
H  0.57  -1.40  0.83
H  -0.01  -2.80  -0.13

Computed properties:
* HOMO-LUMO gap: 10.794 eV
* E_HOMO: -0.3629 Eh

B.
Entry from OMol25: one molecule with the formula C2H6S (ωB97M-V/def2-TZVPD).

Element x y z (Å)
C  0.92  -0.20  -0.33
C  -0.55  0.12  -0.33
S  -1.14  0.98  1.19
H  1.20  -0.58  -1.28
H  1.08  -0.96  0.45
H  1.51  0.65  -0.16
H  -1.16  -0.76  -0.45
H  -0.78  0.82  -1.09
H  -1.07  -0.08  1.99

Computed properties:
* HOMO-LUMO gap: 10.135 eV
* E_HOMO: -0.3330 Eh

C.
Entry from OMol25: a 2-piece molecular cluster, C2H6S overall (ωB97M-V/def2-TZVPD).

Element x y z (Å)
C  2.09  -1.35  -0.15
C  1.32  -0.89  0.87
H  1.77  -2.04  -0.86
H  3.14  -0.99  -0.25
H  0.39  -1.49  0.86
H  1.47  -0.16  1.59
S  -1.49  0.92  -0.28
H  -0.94  2.18  -0.06
H  -2.42  1.22  -1.11

Computed properties:
* HOMO-LUMO gap: 10.509 eV
* E_HOMO: -0.3534 Eh

D.
Entry from OMol25: a 2-piece molecular cluster, C2H6S overall (ωB97M-V/def2-TZVPD).

Element x y z (Å)
C  -2.58  -0.55  1.08
C  -1.61  -0.94  0.25
H  -2.61  -0.85  2.12
H  -3.29  0.20  0.74
H  -0.65  -1.32  0.53
H  -1.84  -0.58  -0.74
S  3.87  1.63  -1.71
H  4.23  0.35  -1.68
H  4.46  2.05  -0.59

Computed properties:
* HOMO-LUMO gap: 10.729 eV
* E_HOMO: -0.3609 Eh

Stability summary: most stable B, least stable C.

A.
Entry from OMol25: C2H6S as an isolated structure (ωB97M-V/def2-TZVPD).

Element x y z (Å)
C  1.48  0.91  0.11
S  0.43  0.36  1.25
C  -1.08  -0.72  -0.19
H  1.07  1.86  -0.28
H  2.49  0.56  0.04
H  -0.55  0.36  -0.15
H  -1.84  -0.72  -1.00
H  -0.43  -1.54  -0.48
H  -1.58  -1.07  0.70

Computed properties:
* HOMO-LUMO gap: 8.198 eV
* E_HOMO: -0.3087 Eh

B.
Entry from OMol25: a 2-piece molecular cluster, C2H6S overall (ωB97M-V/def2-TZVPD).

Element x y z (Å)
C  -1.31  -0.89  1.34
C  -0.62  -1.80  0.74
H  -0.86  0.18  1.41
H  -2.29  -1.11  1.85
H  0.31  -1.62  0.34
H  -0.63  -2.84  0.63
S  1.54  2.15  -2.16
H  1.73  2.85  -1.09
H  2.13  3.10  -3.07

Computed properties:
* HOMO-LUMO gap: 10.585 eV
* E_HOMO: -0.3603 Eh

Stability summary: most stable B, least stable A.

A.
Entry from OMol25: an isolated ion of composition C4H7N4 and charge +1 (ωB97M-V/def2-TZVPD).

Element x y z (Å)
C  -0.34  2.10  -0.41
C  -1.21  -0.88  -0.70
C  0.58  1.02  -0.17
C  0.42  0.00  0.88
N  -1.13  2.89  -0.49
N  -0.58  -0.15  -1.50
N  -0.91  -0.77  0.61
N  1.60  -0.78  0.98
H  -1.90  -1.72  -1.05
H  1.62  1.21  -0.66
H  0.30  0.58  1.76
H  -0.79  0.09  -2.48
H  -1.47  -1.42  1.18
H  2.23  -0.90  0.22
H  1.59  -1.26  1.85

Computed properties:
* HOMO-LUMO gap: 8.448 eV
* E_HOMO: -0.5318 Eh
* total charge: +1

B.
Entry from OMol25: a 2-piece molecular cluster, C4H7N4 overall (ωB97M-V/def2-TZVPD).

Element x y z (Å)
C  1.03  0.19  1.48
C  -0.99  -1.01  0.48
C  0.14  0.87  -0.88
C  -0.35  0.11  1.01
N  2.18  0.16  1.55
N  -0.40  -2.19  0.23
N  0.39  -0.07  -1.60
N  0.13  2.14  -0.62
H  -1.96  -0.91  0.03
H  -0.82  1.01  1.35
H  -0.90  -2.95  -0.33
H  0.43  -2.37  0.90
H  0.40  -0.38  -2.58
H  -0.03  2.72  0.22
H  0.73  2.68  -1.21

Computed properties:
* HOMO-LUMO gap: 9.094 eV
* E_HOMO: -0.5036 Eh
* total charge: +1

C.
Entry from OMol25: an isolated ion of composition C4H7N4 and charge +1 (ωB97M-V/def2-TZVPD).

Element x y z (Å)
H  -0.31  3.31  -0.27
N  0.11  2.39  0.04
C  -0.01  1.47  -0.80
N  0.76  0.32  -0.68
C  0.59  -0.62  0.18
N  1.40  -1.67  0.22
C  -0.66  -0.81  1.05
C  -1.87  -0.31  0.30
N  -2.84  -0.03  -0.23
H  -0.49  1.77  -1.82
H  1.41  0.39  -1.51
H  2.37  -1.69  -0.13
H  1.05  -2.58  0.50
H  -0.69  -0.09  1.91
H  -0.81  -1.85  1.22

Computed properties:
* HOMO-LUMO gap: 10.636 eV
* E_HOMO: -0.5524 Eh
* total charge: +1

D.
Entry from OMol25: an isolated ion of composition C4H7N4 and charge +1 (ωB97M-V/def2-TZVPD).

Element x y z (Å)
C  -1.79  1.73  -0.02
N  -0.86  0.90  -0.30
C  -1.04  -0.46  -0.06
C  -2.13  -1.24  0.04
N  0.20  -1.12  -0.10
N  1.38  -0.62  0.06
C  2.41  -0.12  -0.20
N  3.49  0.53  0.07
H  -1.93  2.78  -0.16
H  -2.61  1.44  0.52
H  -3.11  -0.87  -0.03
H  -1.96  -2.36  0.13
H  0.32  -2.12  -0.21
H  4.01  0.78  -0.75
H  3.63  0.76  1.02

Computed properties:
* HOMO-LUMO gap: 8.625 eV
* E_HOMO: -0.4707 Eh
* total charge: +1

Stability summary: most stable C, least stable D.

A.
Entry from OMol25: a 2-piece molecular cluster, C10H16O overall (ωB97M-V/def2-TZVPD).

Element x y z (Å)
C  -1.11  -2.85  -1.16
C  -0.17  -1.74  -1.50
C  0.27  -1.57  -2.78
C  1.51  -0.98  -3.05
C  2.19  -0.33  -2.06
O  3.45  0.18  -2.16
C  1.63  -0.38  -0.75
C  0.44  -1.00  -0.41
H  -2.10  -2.64  -0.84
H  -0.67  -3.46  -0.38
H  -0.92  -3.65  -1.88
H  -0.31  -1.79  -3.69
H  1.96  -1.07  -4.04
H  3.75  0.45  -1.27
H  2.27  0.10  -0.01
H  0.05  -1.04  0.61
C  -1.04  0.70  2.44
C  -1.41  2.09  2.79
C  -0.94  3.14  1.80
H  -1.82  -0.05  2.61
H  -0.09  0.46  3.01
H  -0.63  0.55  1.41
H  -2.53  2.28  2.90
H  -1.07  2.38  3.83
H  -0.24  2.69  1.09
H  -1.89  3.47  1.27
H  -0.57  4.07  2.23

Computed properties:
* HOMO-LUMO gap: 9.055 eV
* E_HOMO: -0.3027 Eh

B.
Entry from OMol25: a 2-piece molecular cluster, C10H16O overall (ωB97M-V/def2-TZVPD).

Element x y z (Å)
C  -0.23  -1.18  2.78
C  0.90  -1.11  1.81
C  1.86  -0.07  1.96
C  2.71  0.14  0.88
C  2.89  -0.83  -0.10
C  2.01  -1.92  -0.14
C  1.11  -2.12  0.88
H  -0.32  -0.38  3.51
H  -0.41  -2.12  3.33
H  -1.11  -1.15  2.12
H  1.88  0.45  2.90
H  3.25  1.08  0.80
H  3.46  -0.63  -1.00
H  2.00  -2.46  -1.08
H  0.57  -3.06  0.83
C  -2.70  1.92  -2.27
C  -1.76  1.37  -1.20
C  -0.87  0.30  -1.84
O  -0.99  2.38  -0.57
H  -3.08  1.21  -3.00
H  -2.06  2.59  -2.85
H  -3.51  2.46  -1.77
H  -2.39  0.87  -0.44
H  0.16  0.40  -1.49
H  -1.30  -0.66  -1.49
H  -0.92  0.19  -2.92
H  -1.14  2.33  0.37

Computed properties:
* HOMO-LUMO gap: 9.647 eV
* E_HOMO: -0.3272 Eh

C.
Entry from OMol25: a 2-piece molecular cluster, C10H16O overall (ωB97M-V/def2-TZVPD).

Element x y z (Å)
C  -0.62  2.98  -2.19
C  0.13  2.22  -1.17
C  1.51  2.07  -1.37
C  2.32  1.73  -0.26
C  1.71  1.44  0.93
O  2.26  1.16  2.17
C  0.33  1.07  0.92
C  -0.46  1.70  0.01
H  -1.01  2.46  -3.08
H  -0.05  3.81  -2.62
H  -1.49  3.53  -1.84
H  1.89  2.47  -2.30
H  3.36  2.01  -0.29
H  3.21  1.37  2.06
H  -0.25  0.68  1.74
H  -1.55  1.82  0.16
C  -1.15  -3.07  1.95
C  -1.50  -2.61  0.52
C  -0.63  -3.19  -0.58
H  -0.29  -3.78  1.94
H  -1.95  -3.51  2.55
H  -0.67  -2.24  2.46
H  -2.54  -2.83  0.24
H  -1.46  -1.52  0.65
H  -1.02  -4.12  -1.00
H  -0.51  -2.31  -1.22
H  0.42  -3.32  -0.37

Computed properties:
* HOMO-LUMO gap: 9.095 eV
* E_HOMO: -0.3047 Eh

D.
Entry from OMol25: one molecule with the formula C10H16O (ωB97M-V/def2-TZVPD).

Element x y z (Å)
C  -0.87  0.50  2.51
C  -0.75  -0.54  1.62
C  -0.21  -1.85  2.08
C  -1.18  -0.32  0.16
C  -0.55  -1.21  -0.87
C  -0.21  -0.28  -2.03
C  1.26  0.19  -2.05
C  1.72  0.88  -0.74
C  0.58  1.78  -0.22
C  -0.84  1.10  -0.32
O  -0.93  0.93  -1.76
H  -0.58  0.40  3.55
H  -1.22  1.48  2.20
H  -0.40  -1.95  3.14
H  -0.66  -2.69  1.55
H  0.88  -1.89  1.90
H  -2.26  -0.43  0.10
H  -1.25  -2.01  -1.19
H  0.42  -1.67  -0.54
H  -0.50  -0.78  -2.98
H  1.36  0.91  -2.88
H  1.92  -0.62  -2.32
H  2.64  1.45  -0.84
H  1.93  0.05  -0.03
H  0.79  2.11  0.81
H  0.55  2.68  -0.86
H  -1.63  1.77  -0.01

Computed properties:
* HOMO-LUMO gap: 10.030 eV
* E_HOMO: -0.3345 Eh

Stability summary: most stable D, least stable A.